(1)
Formula: C14H26N4O11P2SSb2W
Source: OMol25
Level of theory: the ωB97M-V functional and the def2-TZVPD basis

Last column: Löwdin charge in e.
Positions of all 61 atoms, in Å:
W 0.530 -0.739 1.603  1.36
O 3.751 0.641 3.096  -0.26
S 3.205 0.063 1.912  0.34
O 4.082 -0.092 0.783  -0.32
O 2.446 -1.249 2.180  -0.45
O 1.933 0.852 1.467  -0.63
O 0.256 -5.210 1.379  -0.06
P -0.547 -3.858 1.251  0.23
O -1.628 -3.875 0.251  -0.25
O 0.520 -2.767 1.104  -0.50
O -1.188 -3.631 2.722  -0.21
P -1.367 -2.137 3.279  0.28
O -1.620 -1.302 1.818  -0.31
O -2.442 -2.012 4.240  -0.20
O 0.037 -1.567 3.462  -0.36
H -0.252 -5.958 1.041  0.10
H -2.107 -1.784 1.122  0.08
C -2.624 0.916 0.179  -0.39
Sb -0.532 1.165 -0.291  1.21
C -1.121 3.715 0.000  -0.14
C -2.654 -1.875 -1.999  0.09
C -1.947 -0.979 -2.807  -0.31
C -2.650 0.095 -3.422  -0.06
C -2.042 0.956 -4.302  -0.09
C -0.698 0.771 -4.631  -0.08
C 0.022 -0.243 -4.018  -0.09
C -0.548 -1.090 -3.076  -0.31
C 0.323 -2.098 -2.392  -0.27
Sb 1.686 -1.237 -0.957  1.37
C 3.119 -2.787 -0.835  -0.25
C 2.681 0.274 -2.059  -0.28
H -2.984 -0.048 -0.179  -0.03
H -3.176 1.695 -0.343  -0.01
H -2.792 0.994 1.251  0.00
H -0.902 4.304 0.879  -0.04
H -0.527 3.901 -0.883  -0.05
H -2.141 3.386 -0.110  -0.06
H -3.722 -1.740 -1.883  0.07
H -2.208 -2.724 -1.506  0.02
H -3.703 0.207 -3.193  0.11
H -2.610 1.758 -4.757  0.10
H -0.217 1.417 -5.353  0.10
H 1.068 -0.373 -4.269  0.10
H 0.972 -2.599 -3.113  0.07
H -0.236 -2.861 -1.852  0.04
H 3.368 -3.129 -1.839  0.02
H 2.698 -3.601 -0.250  0.01
H 3.998 -2.388 -0.337  0.01
H 3.193 -0.182 -2.906  0.02
H 3.406 0.722 -1.385  0.00
H 1.969 1.017 -2.409  -0.01
N 0.325 5.282 3.702  0.18
C 0.469 4.000 3.329  -0.49
N 1.634 3.594 2.823  0.23
N -0.594 3.212 3.483  0.14
C -0.414 1.990 3.106  -0.28
N -0.253 0.897 2.764  0.03
H 1.106 5.909 3.742  0.11
H -0.520 5.527 4.188  0.12
H 2.408 4.226 2.729  0.13
H 1.759 2.647 2.472  0.08

Properties
energy above the lowest of the compared OMol25 structures with the same formula, charge and spin	74.71	kcal/mol
⟨S²⟩	2.075
HOMO (alpha / beta)	-0.262 / -0.276	Ha
LUMO (alpha / beta)	-0.4 / -1.0	eV
total charge	0
2S+1	3

(2)
Formula: C15H36F3O9S
Source: OMol25
Level of theory: the ωB97M-V functional and the def2-TZVPD basis

Last column: Löwdin charge in e.
Positions of all 64 atoms, in Å:
O -19.204 -8.043 20.634  0.11
H -19.211 -8.763 21.328  0.08
H -18.434 -8.244 19.991  -0.04
H -18.930 -7.181 21.095  0.08
O -15.817 -6.984 21.287  0.14
H -16.547 -6.391 21.642  0.07
H -15.644 -7.740 21.922  0.09
H -16.268 -7.409 20.488  0.09
C -19.000 -4.440 20.361  -0.08
C -18.425 -4.625 21.760  -0.59
C -19.352 -3.938 22.789  -0.08
O -18.074 -5.964 21.932  -0.28
H -20.040 -4.766 20.284  0.08
H -18.436 -4.982 19.601  0.05
H -18.929 -3.368 20.145  0.07
H -17.517 -4.006 21.858  0.11
H -18.905 -4.007 23.781  0.07
H -20.375 -4.324 22.814  0.07
H -19.440 -2.884 22.514  0.06
C -18.040 -8.618 17.140  -0.07
C -16.914 -8.304 18.145  -0.55
C -16.317 -6.904 17.925  -0.06
O -17.258 -8.493 19.488  -0.23
H -18.481 -9.587 17.372  0.07
H -17.577 -8.544 16.153  0.07
H -18.872 -7.909 17.214  0.07
H -16.133 -9.051 17.922  0.12
H -17.114 -6.166 18.040  0.06
H -15.865 -6.893 16.929  0.07
H -15.572 -6.682 18.685  0.06
C -17.276 -10.900 24.432  -0.67
F -16.070 -11.362 24.809  0.10
F -18.174 -11.864 24.473  0.14
F -17.634 -9.898 25.218  0.14
S -17.095 -10.263 22.624  0.55
O -16.106 -9.194 22.620  -0.32
O -16.765 -11.441 21.863  -0.29
O -18.466 -9.823 22.357  -0.33
C -12.498 -3.841 22.487  -0.17
C -11.749 -4.249 23.746  -0.18
C -12.316 -5.633 23.977  -0.24
O -13.667 -5.545 23.613  -0.12
C -13.877 -4.432 22.729  -0.18
H -11.975 -4.287 21.639  0.11
H -12.597 -2.768 22.323  0.11
H -11.950 -3.630 24.623  0.11
H -10.669 -4.304 23.602  0.11
H -12.204 -5.915 25.028  0.12
H -11.692 -6.379 23.467  0.12
H -14.430 -3.736 23.372  0.12
H -14.538 -4.611 21.882  0.11
C -12.151 -10.900 20.116  -0.17
C -12.128 -12.340 19.628  -0.18
C -13.574 -12.818 19.774  -0.20
O -14.344 -11.675 20.122  -0.14
C -13.528 -10.743 20.804  -0.19
H -12.017 -10.196 19.293  0.10
H -11.274 -10.718 20.743  0.10
H -11.450 -12.947 20.233  0.10
H -11.755 -12.505 18.615  0.10
H -13.695 -13.513 20.611  0.12
H -13.938 -13.266 18.850  0.11
H -13.477 -10.888 21.886  0.12
H -13.885 -9.732 20.614  0.11

Properties
energy above the lowest of the compared OMol25 structures with the same formula, charge and spin	7.03	kcal/mol
HOMO	-0.199	Ha
LUMO	2.7	eV
total charge	-1

(3)
Formula: C2H7S2
Source: OMol25
Level of theory: the ωB97M-V functional and the def2-TZVPD basis

Last column: Löwdin charge in e.
Positions of all 11 atoms, in Å:
S -3.069 -0.463 0.852  -0.37
H -2.892 -1.217 -0.255  -0.48
C 1.189 0.285 1.232  -0.41
S 1.058 -0.925 -0.141  0.68
C 0.125 0.064 -1.276  -0.51
H 2.201 0.214 1.624  0.01
H 1.027 1.263 0.811  0.02
H 0.504 -0.063 2.000  0.02
H 0.186 -0.384 -2.282  0.02
H 0.622 1.027 -1.418  0.02
H -0.950 0.199 -1.147  -0.01

Properties
energy above the lowest of the compared OMol25 structures with the same formula, charge and spin	14.55	kcal/mol
HOMO	-0.091	Ha
LUMO	3.3	eV
total charge	-1

(4)
Formula: C2H3N3O2
Source: OMol25
Level of theory: the ωB97M-V functional and the def2-TZVPD basis

Last column: Löwdin charge in e.
Positions of all 10 atoms, in Å:
N 0.522 1.216 -1.287  0.13
C 0.203 0.428 -0.215  -0.46
N -0.614 1.007 0.606  0.09
O -1.179 -0.013 1.366  0.05
C -0.629 -1.197 1.026  -0.53
O -0.968 -2.259 1.469  0.11
N 0.355 -0.904 0.071  0.22
H 0.021 2.063 -0.970  0.11
H 1.473 1.300 -1.623  0.10
H 0.817 -1.641 -0.444  0.17

Properties
energy above the lowest of the compared OMol25 structures with the same formula, charge and spin	34.51	kcal/mol
HOMO	-0.342	Ha
LUMO	0.5	eV
total charge	0
SMILES string	Nc1noc(=O)[nH]1

(5)
Formula: C42H40ClN3OOsP
Source: OMol25
Level of theory: the ωB97M-V functional and the def2-TZVPD basis

Last column: Löwdin charge in e.
Positions of all 89 atoms, in Å:
Os 0.785 0.191 0.683  1.17
C -1.810 0.392 2.480  -0.04
N -0.570 1.125 2.121  -0.29
C -0.942 2.449 1.557  -0.07
C 0.238 1.435 3.318  -0.20
C -0.342 1.905 4.483  -0.02
C 0.454 2.384 5.511  -0.06
C 1.829 2.439 5.339  -0.06
C 2.413 1.952 4.183  -0.01
C 1.627 1.381 3.180  -0.21
N 2.103 0.795 2.003  -0.09
C 3.354 0.163 1.904  -0.23
C 4.200 -0.178 2.954  -0.01
C 5.360 -0.899 2.711  -0.06
C 5.686 -1.301 1.429  -0.06
C 4.830 -0.998 0.376  -0.01
C 3.674 -0.285 0.618  -0.20
N 2.702 0.057 -0.426  -0.29
C 2.860 -0.761 -1.642  -0.07
C 3.007 1.469 -0.830  -0.05
H -2.484 1.025 3.058  0.09
H -1.553 -0.488 3.062  0.11
H -2.319 0.082 1.573  0.07
H -1.518 3.021 2.289  0.11
H -1.533 2.315 0.658  0.04
H -0.033 3.005 1.324  0.10
H -1.418 1.921 4.597  0.11
H -0.001 2.741 6.424  0.11
H 2.456 2.864 6.111  0.11
H 3.481 2.030 4.052  0.11
H 3.928 0.047 3.972  0.11
H 5.997 -1.168 3.543  0.11
H 6.586 -1.869 1.242  0.11
H 5.072 -1.348 -0.617  0.11
H 3.838 -0.590 -2.097  0.10
H 2.094 -0.469 -2.352  0.07
H 2.742 -1.815 -1.403  0.10
H 4.037 1.521 -1.186  0.11
H 2.896 2.136 0.023  0.09
H 2.343 1.772 -1.635  0.06
O 1.396 -1.707 2.745  0.04
C 0.644 -1.494 1.822  -0.42
C -0.483 -2.478 1.601  -0.25
C -0.700 -3.483 2.539  -0.01
C -1.768 -4.348 2.373  -0.05
C -2.615 -4.212 1.277  -0.05
C -2.385 -3.224 0.332  -0.05
C -1.311 -2.357 0.498  -0.34
P -0.759 -1.104 -0.689  0.99
C 0.037 -2.174 -1.943  -0.37
C 0.614 -3.384 -1.565  -0.08
C 1.319 -4.144 -2.489  -0.06
C 1.453 -3.705 -3.797  -0.07
C 0.871 -2.505 -4.184  -0.06
C 0.168 -1.747 -3.261  -0.14
C -2.328 -0.626 -1.501  -0.34
C -2.893 -1.417 -2.504  -0.10
C -4.127 -1.092 -3.046  -0.06
C -4.818 0.024 -2.595  -0.07
C -4.271 0.813 -1.596  -0.07
C -3.035 0.488 -1.060  -0.11
H -0.033 -3.561 3.386  0.12
H -1.949 -5.129 3.100  0.11
H -3.456 -4.883 1.157  0.11
H -3.045 -3.128 -0.521  0.10
H 0.521 -3.742 -0.547  0.11
H 1.759 -5.085 -2.183  0.11
H 2.001 -4.300 -4.516  0.11
H 0.962 -2.160 -5.206  0.11
H -0.286 -0.819 -3.571  0.05
H -2.370 -2.290 -2.870  0.11
H -4.548 -1.714 -3.825  0.11
H -5.779 0.276 -3.024  0.11
H -4.797 1.691 -1.241  0.11
H -2.613 1.119 -0.296  0.06
Cl -1.253 1.470 -4.717  0.76
C -1.876 2.660 -3.626  -0.59
C -3.000 3.357 -4.016  -0.10
C -3.526 4.345 -3.194  -0.05
C -2.904 4.648 -1.985  -0.06
C -1.780 3.955 -1.601  -0.03
C -1.228 2.913 -2.391  -0.31
C -0.102 2.213 -1.915  0.06
H -3.460 3.129 -4.968  0.11
H -4.406 4.889 -3.509  0.12
H -3.296 5.437 -1.357  0.11
H -1.280 4.212 -0.676  0.11
H 0.366 1.422 -2.481  0.02
H 0.304 2.502 -0.955  0.02

Properties
HOMO (alpha / beta)	-0.329 / -0.329	Ha
LUMO (alpha / beta)	-5.0 / -5.0	eV
total charge	+1

(6)
Formula: C3H14O5
Source: OMol25
Level of theory: the ωB97M-V functional and the def2-TZVPD basis

Last column: Löwdin charge in e.
Positions of all 22 atoms, in Å:
O 0.939 -1.937 0.315  0.03
C 1.691 -1.443 -0.486  -0.26
C 2.422 -0.177 -0.165  -0.21
C 3.723 -0.473 0.582  -0.09
H 1.771 -1.942 -1.464  0.13
H 1.872 0.613 0.344  0.09
H 2.578 0.360 -1.073  0.10
H 4.580 -0.743 -0.039  0.08
H 3.632 -1.221 1.368  0.08
H 4.047 0.444 1.040  0.06
H -2.068 1.776 -0.640  0.02
H -3.087 2.638 0.168  0.05
O -2.999 1.918 -0.462  -0.05
H -1.110 -1.440 -0.199  0.00
H -2.369 -0.951 -0.827  0.00
O -1.410 -1.025 -1.012  -0.08
H -0.007 1.707 0.298  0.02
H -0.970 1.041 1.393  0.04
O -0.522 1.833 1.096  -0.05
H -4.808 -0.444 -0.611  0.06
H -3.849 0.135 0.432  0.03
O -4.055 -0.670 -0.058  -0.06

Properties
energy above the lowest of the compared OMol25 structures with the same formula, charge and spin	21.99	kcal/mol
HOMO	-0.366	Ha
LUMO	0.5	eV
total charge	0
SMILES string	CCC=O.O.O.O.O

(7)
Formula: C6H10O
Source: OMol25
Level of theory: the ωB97M-V functional and the def2-TZVPD basis

Last column: Löwdin charge in e.
Positions of all 17 atoms, in Å:
C 1.460 0.904 1.356  -0.15
O 0.456 1.287 1.901  -0.02
C -0.671 -0.258 -0.402  -0.38
C -1.358 1.056 -0.679  -0.06
C -1.275 -1.119 0.681  -0.06
C 0.439 -0.601 -1.005  -0.10
C 1.628 -0.874 -1.478  0.00
H 1.994 1.497 0.588  0.09
H 1.933 -0.069 1.587  0.09
H 2.503 -0.516 -0.933  0.05
H -1.417 1.644 0.247  0.08
H -2.379 0.882 -1.037  0.08
H -0.816 1.644 -1.425  0.08
H -2.280 -1.446 0.393  0.08
H -1.358 -0.537 1.609  0.08
H -0.659 -2.000 0.882  0.08
H 1.816 -1.439 -2.386  0.05

Properties
energy above the lowest of the compared OMol25 structures with the same formula, charge and spin	48.01	kcal/mol
HOMO	-0.339	Ha
LUMO	0.9	eV
total charge	0
SMILES string	C=C=C(C)C.C=O

(8)
Formula: C21H57CuN4O9
Source: OMol25
Level of theory: the ωB97M-V functional and the def2-TZVPD basis

Last column: Löwdin charge in e.
Positions of all 92 atoms, in Å:
Cu 2.598 -1.889 -1.077  0.92
O -1.348 -0.538 -0.854  0.11
C -0.284 -0.251 -0.125  -0.74
O 0.846 -0.758 -0.380  -0.05
O -0.373 0.592 0.792  0.00
H -2.049 -0.186 -0.302  0.06
C -2.960 -3.587 -2.272  -0.05
C -2.254 -2.978 -3.437  -0.52
C -3.065 -1.995 -4.233  -0.04
O -1.041 -2.427 -2.982  -0.08
H -3.224 -2.847 -1.517  0.08
H -2.417 -4.456 -1.899  0.08
H -3.926 -3.996 -2.566  0.08
H -1.806 -3.751 -4.062  0.14
H -4.020 -2.412 -4.552  0.08
H -2.520 -1.734 -5.140  0.08
H -3.315 -1.085 -3.688  0.08
H -1.272 -1.780 -2.311  0.03
C 3.609 -2.732 3.392  0.00
C 3.246 -2.900 1.849  -0.35
C 1.872 -3.544 1.600  -0.19
O 1.540 -3.610 0.214  -0.22
C 0.159 -4.166 0.156  -0.03
N 3.307 -1.628 1.158  0.09
H 4.673 -2.504 3.449  0.08
H 3.451 -3.648 3.961  0.09
H 3.088 -1.911 3.885  0.06
H 3.985 -3.542 1.370  0.14
H 1.167 -2.933 2.165  0.13
H 1.811 -4.574 1.950  0.14
H -0.705 -3.604 0.512  0.09
H 0.097 -5.101 0.712  0.09
H -0.049 -4.408 -0.886  0.09
H 2.737 -1.055 1.763  0.06
H 4.222 -1.202 1.203  0.10
C 5.600 1.449 -1.508  -0.02
C 4.262 0.713 -1.538  -0.43
C 3.361 0.871 -2.820  -0.16
O 2.235 0.046 -2.719  -0.24
C 1.166 0.429 -3.540  -0.06
N 4.489 -0.641 -1.270  0.04
H 6.196 1.175 -2.378  0.09
H 6.151 1.238 -0.591  0.09
H 5.412 2.519 -1.589  0.10
H 3.654 1.204 -0.778  0.12
H 3.890 0.666 -3.751  0.14
H 3.056 1.916 -2.759  0.14
H 0.681 1.234 -2.987  0.11
H 0.384 -0.330 -3.574  0.08
H 1.489 0.605 -4.566  0.11
H 5.040 -0.902 -2.075  0.12
H 5.240 -0.592 -0.596  0.09
C -0.238 5.533 0.635  -0.05
C -0.073 4.079 0.960  -0.45
C 0.832 3.786 2.211  -0.18
O 2.177 4.040 1.888  -0.16
C 2.688 2.944 1.121  -0.11
N -1.357 3.385 1.038  0.03
H -1.122 5.659 0.009  0.08
H 0.702 5.833 0.172  0.08
H -0.392 6.072 1.570  0.08
H 0.327 3.623 0.055  0.11
H 0.561 2.825 2.647  0.11
H 0.652 4.498 3.017  0.13
H 3.614 3.266 0.646  0.08
H 2.003 2.526 0.383  0.07
H 3.008 2.173 1.821  0.08
H -1.699 3.391 0.088  0.07
H -1.167 2.416 1.248  0.02
C -5.891 1.021 -1.041  -0.05
C -5.770 1.022 0.499  -0.43
C -4.316 1.247 0.928  -0.17
O -3.440 0.175 0.554  -0.24
C -3.377 -0.875 1.476  -0.10
N -6.506 2.180 0.904  0.03
H -5.527 1.953 -1.472  0.08
H -6.916 0.936 -1.402  0.08
H -5.303 0.171 -1.388  0.07
H -6.209 0.117 0.919  0.14
H -4.232 1.446 1.996  0.13
H -3.754 2.103 0.554  0.12
H -4.325 -1.139 1.946  0.10
H -2.751 -0.578 2.317  0.09
H -2.934 -1.735 0.973  0.08
H -6.093 3.007 0.496  0.08
H -6.266 2.297 1.878  0.07
C 0.765 -0.414 3.920  -0.11
O 1.559 -0.032 2.788  -0.16
H 1.344 -1.034 4.604  0.06
H 0.529 0.502 4.462  0.09
H -0.072 -1.051 3.634  0.08
H 0.885 0.172 2.135  0.02

Properties
⟨S²⟩	0.754
HOMO (alpha / beta)	-0.386 / -0.386	Ha
LUMO (alpha / beta)	-3.7 / -6.6	eV
total charge	+1
2S+1	2

(9)
Formula: C3H8N3P
Source: OMol25
Level of theory: the ωB97M-V functional and the def2-TZVPD basis

Last column: Löwdin charge in e.
Positions of all 15 atoms, in Å:
C 0.366 -0.707 -0.298  -0.47
C -0.403 -1.929 0.140  -0.06
C 0.434 1.585 -0.467  -0.16
N 1.755 -0.873 0.072  -0.41
N -0.625 0.534 1.444  0.10
N -0.113 0.569 0.245  -0.30
P 2.894 0.054 0.191  0.79
H 0.355 -0.720 -1.471  0.18
H 0.187 -2.626 -0.321  0.05
H -1.324 -2.023 -0.240  0.03
H -0.475 -2.021 1.235  0.09
H 1.618 1.591 -0.253  -0.02
H 0.293 1.708 -1.473  0.07
H 0.134 2.499 -0.136  0.06
H -0.562 1.413 1.951  0.04

Properties
energy above the lowest of the compared OMol25 structures with the same formula, charge and spin	77.87	kcal/mol
HOMO (alpha / beta)	-0.245 / -0.267	Ha
LUMO (alpha / beta)	-0.2 / -0.1	eV
total charge	0

(10)
Formula: C6H10O
Source: OMol25
Level of theory: the ωB97M-V functional and the def2-TZVPD basis

Last column: Löwdin charge in e.
Positions of all 17 atoms, in Å:
C -0.764 0.230 1.957  -0.04
C 0.148 0.843 0.919  -0.34
O 1.372 0.094 0.739  -0.05
C 1.250 0.166 -0.690  -0.27
C 0.683 -1.110 -1.329  -0.10
C -0.756 -0.582 -1.079  -0.12
C -0.167 0.760 -0.581  -0.17
H -0.904 -0.840 1.776  0.08
H -0.328 0.348 2.955  0.08
H -1.742 0.724 1.944  0.09
H 0.385 1.881 1.198  0.14
H 2.103 0.675 -1.152  0.14
H 0.964 -2.047 -0.842  0.11
H 0.918 -1.166 -2.398  0.11
H -1.365 -0.495 -1.983  0.10
H -1.336 -1.137 -0.335  0.10
H -0.473 1.672 -1.096  0.14

Properties
energy above the lowest of the compared OMol25 structures with the same formula, charge and spin	30.77	kcal/mol
HOMO	-0.345	Ha
LUMO	1.1	eV
total charge	0
SMILES string	C[C@H]1O[C@H]2CC[C@H]21

(11)
Formula: H7O3
Source: OMol25
Level of theory: the ωB97M-V functional and the def2-TZVPD basis

Last column: Löwdin charge in e.
Positions of all 10 atoms, in Å:
O -1.158 1.686 0.978  -0.13
H -0.965 1.475 1.921  0.07
H -0.695 2.531 0.782  0.07
O 1.924 -1.322 -0.501  -0.14
H 2.709 -1.142 -1.063  0.06
H 1.845 -1.820 0.274  -0.01
O -0.981 -0.341 -0.547  -0.05
H -1.530 -1.101 -0.947  0.03
H -0.070 -0.510 -0.859  0.05
H -1.080 0.543 -0.037  0.05

Properties
energy above the lowest of the compared OMol25 structures with the same formula, charge and spin	16.07	kcal/mol
⟨S²⟩	0.751
HOMO (alpha / beta)	-0.129 / -0.438	Ha
LUMO (alpha / beta)	0.6 / 0.2	eV
total charge	0
2S+1	2